--- a ---
The following is a DFT calculation (ωB97M-V with the def2-TZVPD basis set) of a cluster of 4 separate species, C4H14O3 in total.

Each line ends with the Mulliken charge.
CARTESIAN COORDINATES (ANGSTROEM)
O 1.4869 -2.0315 0.1879  -0.604
H 2.0847 -1.5415 -0.3945  0.324
H -0.8999 -1.3247 1.5176  0.277
O 3.3551 0.2145 -1.2786  -0.641
H 0.7787 2.4477 -1.7140  0.317
C -2.2930 -1.5057 -0.0997  -1.241
C -1.3816 0.6271 0.7920  -0.280
H -0.0638 1.1979 -1.5199  0.301
H -0.8717 1.9775 2.3835  0.342
H 0.3585 0.8398 2.0009  0.295
H 0.0492 2.2168 0.8698  0.218
C -1.4145 -0.6876 0.8100  0.092
H 1.3668 -2.8684 -0.2707  0.293
H 4.1110 0.7392 -1.0031  0.317
H -2.1027 1.1683 0.1801  0.409
H -2.7597 -0.8912 -0.8734  0.313
H -1.7044 -2.2796 -0.6049  0.286
C -0.3906 1.4763 1.5369  -1.031
H -3.0892 -2.0225 0.4555  0.322
O 0.8240 1.4865 -1.7734  -0.685
H 2.5563 0.7612 -1.2021  0.375

HOMO energy = -9.1 eV

=====

--- b ---
The following is a DFT calculation (ωB97M-V with the def2-TZVPD basis set) of a cluster of 3 separate species, C4H14O3 in total.

Each line ends with the Mulliken charge.
CARTESIAN COORDINATES (ANGSTROEM)
H 0.7510 -0.1143 1.0564  0.266
C -0.5181 -1.3214 -0.6807  -0.269
H -2.2530 -1.9617 0.4974  0.223
H -2.6040 -1.2150 -1.0649  0.338
H -0.3978 0.3482 -2.8129  0.367
H 0.4890 2.8368 0.3084  0.298
O 0.4762 0.6177 0.4517  -0.535
C -1.8805 -1.8784 -0.6020  -1.317
H -0.5102 1.9362 -2.0673  0.290
H -1.5250 0.8001 -0.3135  0.228
O 1.3843 3.0193 0.5058  -0.603
H -0.0310 -1.6412 -1.6806  0.289
H 0.1946 -1.8319 0.1249  0.265
C -0.5419 0.2709 -0.5822  0.400
H 1.7647 2.1746 0.5223  0.330
C -0.0970 0.8780 -1.9076  -1.189
H 0.1804 -1.8062 2.7131  0.250
H -2.0937 -2.7689 -1.0892  0.410
H 1.3796 -1.2133 2.7748  0.247
O 0.8642 -1.6403 2.2216  -0.529
H 1.0823 0.7887 -1.7674  0.241

HOMO energy = -10.2 eV

=====

--- c ---
The following is a DFT calculation (ωB97M-V with the def2-TZVPD basis set) of a cluster of 4 separate species, C4H14O3 in total.

Each line ends with the Mulliken charge.
CARTESIAN COORDINATES (ANGSTROEM)
H 0.6216 -2.4499 -0.1574  0.383
H 2.8561 2.1925 -1.8643  0.276
O 0.3812 -3.3467 0.2332  -0.632
H 1.7946 -0.2480 -0.6745  0.334
H -3.4357 -0.7028 -0.6948  0.319
C -0.8696 1.0362 0.7039  -0.192
C -1.5593 -0.1382 0.7002  0.061
H -1.3854 -1.0548 1.4340  0.296
O 1.6069 -1.0823 -1.1327  -0.643
H 0.7544 2.2933 1.3556  0.146
H 0.6711 0.8160 2.1780  0.294
H -0.5541 -3.3485 0.1748  0.311
H -2.1247 0.1417 -1.3618  0.338
H 2.2103 2.3681 -0.4745  0.294
O 2.4038 1.7486 -1.1714  -0.582
H -0.8267 1.4521 -0.3558  0.167
C -2.3449 -0.5658 -0.6268  -0.909
H 2.2091 -1.1701 -1.8682  0.268
C 0.0196 1.5979 1.7922  -0.943
H -0.6091 1.9847 2.6561  0.316
H -1.8192 -1.5240 -0.8457  0.098

HOMO energy = -9.1 eV

=====

Relative to the most stable structure, the computed energies are a 0.000; b 1.675; c 1.071, all in eV.

=====

--- a ---
The following is a DFT calculation (ωB97M-V with the def2-TZVPD basis set) of a cluster of 2 separate species, C2H7N2O in total.

Each line ends with the Mulliken charge.
CARTESIAN COORDINATES (ANGSTROEM)
N -0.8114 1.2285 0.4323  -0.310
O -3.0909 -0.2526 -0.4193  -0.359
H 0.1606 1.5661 0.8342  0.324
H -1.8194 -1.8183 0.2775  0.328
H -2.9272 -0.1224 -1.4495  0.412
H -1.7163 1.8151 0.5112  0.328
H 2.7820 0.9004 -0.2584  0.309
H 1.5695 -0.3807 0.2044  -0.127
H 3.2698 -1.0263 -0.1069  0.297
N -1.8022 -0.7706 -0.0306  -0.091
C -0.7751 -0.0732 0.3916  0.224
C 2.5757 -0.1317 -0.0629  -0.336

HOMO energy (alpha / beta) = -16.0 / -12.7 eV
Charge = +1

=====

--- b ---
The following is a DFT calculation (ωB97M-V with the def2-TZVPD basis set) of a cluster of 2 separate species, C2H7N2O in total.

Each line ends with the Mulliken charge.
CARTESIAN COORDINATES (ANGSTROEM)
H -2.3258 2.8838 -0.0757  0.326
H 1.6545 -1.4598 1.8803  0.342
H 1.9666 -2.9433 0.0534  0.247
C 1.3969 -1.2153 0.8370  0.116
N -1.2489 1.0610 -0.0443  -0.106
H -1.4801 2.2774 -1.6703  0.274
H -0.2956 1.2203 0.1017  0.278
N 1.5407 -2.0413 -0.1399  -0.337
O 0.6340 -0.2246 0.6599  -0.672
H -1.4354 0.1278 0.2003  0.289
H 1.5009 -1.7191 -1.1917  0.284
C -1.9078 2.0332 -0.6105  -0.043

HOMO energy = -14.1 eV
Charge = +1

=====

--- c ---
The following is a DFT calculation (ωB97M-V with the def2-TZVPD basis set) of the ion C2H7N2O with charge +1.

Each line ends with the Mulliken charge.
CARTESIAN COORDINATES (ANGSTROEM)
H -1.1574 1.1022 0.9785  0.383
O 2.1002 0.0195 0.6195  -0.329
N 1.6488 0.4150 -0.7564  -0.291
H -1.0893 1.4255 -0.6751  0.344
N -0.0251 -1.2099 0.0536  -0.205
H 1.9240 -0.2633 -1.5061  0.289
H 0.9355 -1.7055 0.2781  0.445
H 0.2370 2.2874 0.3379  0.307
H -0.6485 -1.3505 0.7922  0.313
H -0.5958 -1.6127 -0.5922  0.285
C 0.5119 0.2122 -0.0043  0.525
C -0.4448 1.3176 0.2074  -1.066

HOMO energy = -14.8 eV
Charge = +1

=====

--- d ---
The following is a DFT calculation (ωB97M-V with the def2-TZVPD basis set) of the ion C2H7N2O with charge +1.

Each line ends with the Mulliken charge.
CARTESIAN COORDINATES (ANGSTROEM)
C 0.7167 -0.3617 0.0371  -0.287
H -1.0474 0.9903 -0.7655  0.357
H 1.9624 0.1574 -1.2764  0.293
H 1.6847 1.5300 -0.1456  0.281
N -0.2571 0.0852 1.0477  -0.240
N 1.7419 0.4706 -0.2957  -0.513
H -0.3875 0.9853 1.4413  0.290
H 0.9763 -1.3621 0.0410  0.447
C -0.8306 -0.0659 -0.3939  0.118
H -0.3788 -0.5747 1.8044  0.308
O -1.6206 -1.0898 -0.7008  -0.440
H -2.5600 -0.7645 -0.7934  0.386

HOMO energy = -14.1 eV
Charge = +1

=====

Relative to the most stable structure, the computed energies are a 5.105; b 2.019; c 2.638; d 0.000, all in eV.

=====

--- a ---
The following is a DFT calculation (ωB97M-V with the def2-TZVPD basis set) of the ion C2H7N2O with charge +1.

Each line ends with the Mulliken charge.
CARTESIAN COORDINATES (ANGSTROEM)
H -1.4655 0.9760 -2.3926  0.295
C -0.9043 1.0451 -1.3498  -0.010
O 0.3679 1.1726 -1.3337  -0.111
C -0.2137 -0.1240 0.4262  -0.585
N 0.6537 0.8674 -0.0440  -0.097
N 0.4818 -1.4079 0.8556  -0.278
H 0.4404 -1.5341 1.8524  0.354
H 1.3968 -1.5196 0.4823  0.348
H -1.4993 1.4442 -0.5839  0.291
H -0.7990 0.1990 1.2743  0.219
H 1.5151 1.1100 0.2955  0.233
H 0.0262 -2.2288 0.5179  0.341

HOMO energy = -13.5 eV
Charge = +1

=====

--- b ---
The following is a DFT calculation (ωB97M-V with the def2-TZVPD basis set) of a cluster of 2 separate species, C2H7N2O in total.

Each line ends with the Mulliken charge.
CARTESIAN COORDINATES (ANGSTROEM)
H -0.2565 -2.3273 -1.4824  0.287
C -0.5112 0.7887 -0.2865  -0.700
C 0.9089 -1.4132 -0.2426  0.419
H 0.9952 0.2929 1.1541  0.420
N 0.5918 -2.3920 -0.9924  -0.242
H -1.4654 0.2137 -0.3830  0.397
H 0.5663 1.9794 1.0847  0.402
H 0.0361 1.5183 -0.9003  0.290
H -0.4427 0.8170 1.8751  0.294
H 1.0695 -3.2143 -0.7120  0.273
O 1.6188 -0.9430 0.5551  -0.441
N 0.0817 0.9649 1.0962  -0.400

HOMO energy (alpha / beta) = -12.5 / -13.1 eV
Charge = +1

=====

Relative to the most stable structure, the computed energies are a 2.328; b 0.000, all in eV.